1.
Below is the molecule C3H3N3O, with properties calculated with ωB97M-V/def2-TZVPD.

Cartesian coordinates (Å):
O 2.331 -0.578 -0.229
C 1.494 0.305 -0.075
N 0.138 -0.091 0.046
C -0.624 -1.199 0.082
N -1.851 -0.920 -0.250
N -1.901 0.446 -0.145
C -0.721 0.892 -0.080
H 1.743 1.350 0.121
H -0.250 -2.145 0.395
H -0.360 1.939 0.134

Output
* ΔE to the lowest compared entry with this formula, charge and spin: 192.3 kJ/mol
* gap between HOMO and LUMO: 10.272 eV
* highest occupied orbital energy: -0.3825 hartree
* LUMO energy: -0.005 Eh

---

2.
Below is a cluster of 2 separate species, C18H20BCl4NO5 in total, with properties calculated with ωB97M-V/def2-TZVPD.

Cartesian coordinates (Å):
Cl 1.686 -0.727 4.241
B 1.747 -2.389 3.379
Cl 2.569 -3.680 4.461
Cl 0.037 -2.951 2.872
O 2.591 -2.155 2.178
C 2.871 -3.035 1.294
C 3.875 -2.784 0.299
C 4.277 -3.870 -0.503
C 5.157 -3.687 -1.556
C 5.688 -2.414 -1.811
Cl 6.758 -2.179 -3.127
C 5.350 -1.338 -0.974
C 4.469 -1.513 0.082
H 2.436 -4.039 1.366
H 3.854 -4.849 -0.277
H 5.457 -4.516 -2.189
H 5.801 -0.369 -1.165
H 4.213 -0.679 0.731
H -1.946 0.496 -0.325
C -2.764 1.222 -0.570
H -2.388 2.215 -0.269
C -3.040 1.241 -2.046
C -1.997 1.659 -3.025
O -2.153 1.707 -4.232
O -0.851 1.984 -2.403
C 0.198 2.341 -3.338
C 1.406 2.646 -2.500
C -4.257 0.970 -2.556
N -5.309 0.673 -1.729
C -5.188 0.658 -0.363
C -4.003 0.918 0.223
C -3.999 0.976 1.711
O -4.969 0.750 2.419
O -2.787 1.313 2.179
C -2.730 1.308 3.631
C -1.319 1.669 3.991
H 0.383 1.491 -4.009
H -0.112 3.216 -3.927
H 2.241 2.903 -3.152
H 1.205 3.486 -1.828
H 1.679 1.778 -1.893
H -4.489 0.997 -3.618
H -6.215 0.484 -2.141
H -6.104 0.454 0.186
H -3.447 2.041 4.025
H -2.985 0.302 3.994
H -1.225 1.701 5.078
H -0.615 0.925 3.605
H -1.059 2.649 3.580

Output
* gap between HOMO and LUMO: 5.348 eV
* highest occupied orbital energy: -0.2856 hartree
* LUMO energy: -0.089 Eh

---

3.
Below is a structure of composition C23H32NPd, with properties calculated with ωB97M-V/def2-TZVPD.

Cartesian coordinates (Å):
C -0.476 0.834 -4.679
C 0.106 2.196 -4.625
C 0.356 -0.282 -5.191
C -1.951 0.685 -4.679
H 0.396 -0.297 -6.292
H -0.035 -1.254 -4.888
H 1.390 -0.210 -4.850
H 0.084 2.695 -5.607
H 1.152 2.181 -4.314
H -0.442 2.846 -3.941
H -2.385 0.862 -5.676
H -2.432 1.396 -4.006
H -2.259 -0.320 -4.387
C 2.220 0.012 1.119
C 2.361 -0.725 -0.082
C 2.180 0.160 -1.176
H 2.572 -1.779 -0.154
C 1.941 1.449 -0.651
C 1.962 1.356 0.765
H 1.828 2.167 1.460
H 2.328 -0.373 2.119
H 2.245 -0.098 -2.220
H 1.785 2.344 -1.227
C -2.224 -1.000 0.561
C -1.238 -1.940 0.938
C -0.599 -2.384 -0.245
H -1.034 -2.282 1.939
C -1.184 -1.712 -1.349
C -2.193 -0.860 -0.849
H -2.831 -0.219 -1.432
H -2.896 -0.489 1.229
H 0.195 -3.110 -0.298
H -0.924 -1.848 -2.386
Pd 0.000 0.000 0.000
C -0.737 0.339 4.217
N -0.268 1.725 4.446
C 0.612 1.722 5.635
C 0.485 2.250 3.263
C -0.463 2.700 2.071
C -1.192 3.796 2.586
C -2.552 3.894 2.419
C -3.208 2.875 1.780
C -2.506 1.793 1.241
C -1.071 1.666 1.249
H 0.111 -0.346 3.987
H -1.463 0.287 3.386
H -1.257 -0.057 5.117
H -1.091 2.329 4.674
H 1.520 1.100 5.468
H 0.930 2.758 5.886
H 0.071 1.321 6.524
H 1.089 3.138 3.565
H 1.207 1.437 3.101
H -0.739 4.509 3.270
H -3.104 4.719 2.851
H -4.283 2.940 1.654
H -3.169 1.257 0.607

Output
* <S²>: 6.026
* ΔE to the lowest compared entry with this formula, charge and spin: 142.2 kJ/mol
* gap between HOMO and LUMO (spin up / spin down): 6.448 / 6.770 eV
* highest occupied orbital energy (spin up / spin down): -0.3265 / -0.3967 hartree
* net charge: +1
* multiplicity: 5
* LUMO energy (spin up / spin down): -0.090 / -0.148 Eh

---

4.
Below is a cluster of 2 separate species, C4H10OS in total, with properties calculated with ωB97M-V/def2-TZVPD.

Cartesian coordinates (Å):
C 1.198 -1.079 -1.547
C 0.630 -2.192 -1.095
O -0.382 -3.099 -1.399
H 2.008 -0.478 -1.066
H 1.104 -0.726 -2.607
H 0.799 -2.421 -0.032
H -0.535 -2.980 -2.272
C 0.474 0.293 1.872
C 0.527 1.611 1.112
S -1.224 2.116 0.493
H -0.225 0.489 2.716
H 0.123 -0.486 1.252
H 1.477 -0.049 2.185
H 1.218 1.723 0.247
H 0.830 2.430 1.673
H -1.128 1.637 -0.840

Output
* ΔE to the lowest compared entry with this formula, charge and spin: 196.9 kJ/mol
* gap between HOMO and LUMO: 9.745 eV
* highest occupied orbital energy: -0.3315 hartree
* LUMO energy: 0.027 Eh

---

5.
Below is a structure of composition H16NO11Sr, with properties calculated with ωB97M-V/def2-TZVPD.

Cartesian coordinates (Å):
Sr -0.100 0.086 0.012
N 2.915 0.433 -1.268
O 2.053 1.360 -1.109
O 3.770 0.604 -2.125
O 2.699 -0.772 -0.873
O -1.438 2.227 -0.436
H -1.681 2.585 -1.298
H -1.497 2.922 0.208
O -0.701 -2.372 1.265
H -1.080 -2.861 0.556
H -1.469 -1.954 1.656
O 0.155 -2.174 -1.395
H -0.471 -2.423 -2.064
H 0.945 -2.023 -1.912
O 1.070 2.046 1.597
H 1.383 2.701 1.038
H 1.844 1.752 2.088
O 1.750 -0.690 1.801
H 2.644 -0.682 1.479
H 1.855 -0.496 2.723
O -2.583 -0.720 -0.309
H -3.101 -0.997 0.428
H -2.862 -1.194 -1.097
O -1.261 0.310 2.333
H -2.002 0.834 2.586
H -1.015 -0.086 3.183
O -0.433 0.367 -2.702
H -1.215 0.087 -3.134
H -0.161 1.132 -3.231

Output
* ΔE to the lowest compared entry with this formula, charge and spin: 0.0 kJ/mol
* gap between HOMO and LUMO: 8.028 eV
* highest occupied orbital energy: -0.4276 hartree
* net charge: +1
* LUMO energy: -0.133 Eh

---

6.
Below is the ion C5H8N2 with charge +2, with properties calculated with ωB97M-V/def2-TZVPD.

Cartesian coordinates (Å):
C 1.120 -1.240 -0.236
C 1.420 1.016 0.361
C -1.275 -0.497 0.154
C -0.812 0.791 -0.588
C -0.269 -1.490 0.275
N 0.286 1.537 0.063
N 1.827 -0.208 -0.218
H 1.618 -2.223 -0.798
H 2.061 1.605 0.954
H -1.095 -0.409 1.321
H -2.334 -0.834 0.076
H -0.625 0.592 -1.667
H -1.755 1.296 -0.797
H -0.333 -2.422 0.635
H 0.167 2.486 0.464

Output
* ΔE to the lowest compared entry with this formula, charge and spin: 196.3 kJ/mol
* gap between HOMO and LUMO: 8.472 eV
* highest occupied orbital energy: -0.7621 hartree
* net charge: +2
* LUMO energy: -0.451 Eh

---

7.
Below is a structure of composition C31H25GeKN3OS, with properties calculated with ωB97M-V/def2-TZVPD.

Cartesian coordinates (Å):
K -0.276 1.749 0.765
C -0.738 -1.570 -1.675
Ge -1.975 -1.119 -0.203
C -3.770 -0.811 -0.909
C -3.969 -0.811 -2.290
C -5.224 -0.579 -2.830
C -6.302 -0.328 -1.995
C -6.119 -0.317 -0.620
C -4.864 -0.552 -0.084
C -1.928 -2.531 1.171
C -1.501 -3.785 0.811
C -1.467 -4.849 1.735
C -1.854 -4.644 3.027
C -2.291 -3.366 3.453
C -2.695 -3.135 4.790
C -3.115 -1.899 5.192
C -3.147 -0.834 4.269
C -2.761 -1.032 2.973
C -2.324 -2.299 2.520
H -1.104 -2.459 -2.194
H 0.262 -1.775 -1.295
H -0.672 -0.759 -2.400
H -3.138 -0.995 -2.962
H -5.358 -0.587 -3.905
H -7.281 -0.134 -2.414
H -6.955 -0.118 0.038
H -4.744 -0.542 0.994
H -1.186 -3.985 -0.208
H -1.135 -5.827 1.411
H -1.833 -5.452 3.748
H -2.666 -3.963 5.489
H -3.424 -1.732 6.215
H -3.483 0.144 4.589
H -2.798 -0.201 2.276
N -1.850 3.661 0.442
C -2.209 4.551 -0.224
N -2.677 5.596 -0.845
C -2.225 5.656 -2.093
N -1.860 5.760 -3.190
O 2.023 1.385 0.133
S 3.147 2.335 -0.138
C 3.555 2.136 -1.867
C 3.417 0.894 -2.470
C 3.719 0.770 -3.814
C 4.154 1.877 -4.536
C 4.279 3.112 -3.923
C 3.970 3.250 -2.576
C 4.596 1.579 0.591
C 4.457 0.407 1.311
C 5.584 -0.155 1.897
C 6.819 0.458 1.764
C 6.940 1.641 1.045
C 5.824 2.212 0.456
H 3.066 0.050 -1.888
H 3.615 -0.188 -4.305
H 4.382 1.773 -5.588
H 4.595 3.975 -4.493
H 4.031 4.216 -2.090
H 3.482 -0.052 1.399
H 5.491 -1.073 2.461
H 7.693 0.017 2.224
H 7.904 2.121 0.944
H 5.911 3.133 -0.107

Output
* <S²>: 0.753
* ΔE to the lowest compared entry with this formula, charge and spin: 0.0 kJ/mol
* gap between HOMO and LUMO (spin up / spin down): 7.199 / 5.892 eV
* highest occupied orbital energy (spin up / spin down): -0.2686 / -0.2686 hartree
* multiplicity: 2
* LUMO energy (spin up / spin down): -0.004 / -0.052 Eh

---

8.
Below is the molecule C3H7Cl2NO2Si, with properties calculated with ωB97M-V/def2-TZVPD.

Cartesian coordinates (Å):
C 2.425 -1.430 -0.100
Si 1.494 0.282 0.038
Cl 1.507 1.030 -1.830
Cl 2.234 1.566 1.342
C -0.386 0.072 0.623
C -1.476 0.792 -0.449
N -2.820 0.456 0.034
O -3.121 -0.725 0.029
O -3.558 1.359 0.404
H 2.673 -1.825 0.858
H 1.693 -2.138 -0.724
H 3.311 -1.287 -0.568
H -0.369 0.344 1.684
H -0.556 -0.906 0.728
H -1.489 0.500 -1.489
H -1.563 1.909 -0.580

Output
* ΔE to the lowest compared entry with this formula, charge and spin: 120.2 kJ/mol
* gap between HOMO and LUMO: 10.992 eV
* highest occupied orbital energy: -0.3944 hartree
* LUMO energy: 0.010 Eh

---

9.
Below is the ion C3H5N2OS with charge +1, with properties calculated with ωB97M-V/def2-TZVPD.

Cartesian coordinates (Å):
C 1.648 0.347 -0.275
C -0.446 -0.822 -0.530
C -1.086 0.337 0.274
N 0.962 -0.750 -0.414
N -0.134 0.982 1.173
O -0.537 1.629 2.069
S 2.850 1.287 -0.410
H -0.642 -1.823 -0.073
H -0.721 -0.676 -1.551
H -1.330 1.181 -0.498
H -1.984 0.018 0.747
H 1.419 -1.711 -0.514

Output
* ΔE to the lowest compared entry with this formula, charge and spin: 358.5 kJ/mol
* gap between HOMO and LUMO (spin up / spin down): 7.698 / 7.698 eV
* highest occupied orbital energy (spin up / spin down): -0.5031 / -0.5032 hartree
* net charge: +1
* LUMO energy (spin up / spin down): -0.220 / -0.220 Eh

---

10.
Below is the ion C4H7N2 with charge +1, with properties calculated with ωB97M-V/def2-TZVPD.

Cartesian coordinates (Å):
C 2.058 0.238 -0.714
C 0.872 0.530 -0.191
N 0.485 0.397 1.146
C -0.659 -0.243 1.384
C -1.394 -0.472 0.336
N -2.045 -0.610 -0.699
H 2.965 -0.193 -0.330
H 2.043 0.515 -1.797
H 0.037 0.969 -0.759
H 1.331 0.291 1.728
H -1.116 -0.284 2.380
H -2.436 0.204 -1.040
H -2.139 -1.342 -1.444

Output
* ΔE to the lowest compared entry with this formula, charge and spin: 400.3 kJ/mol
* gap between HOMO and LUMO: 8.760 eV
* highest occupied orbital energy: -0.4892 hartree
* net charge: +1
* LUMO energy: -0.167 Eh

---

11.
Below is a structure of composition C32H57N2O2P2Tc, with properties calculated with ωB97M-V/def2-TZVPD.

Cartesian coordinates (Å):
C -0.710 -3.262 -0.321
C 1.395 -2.260 0.150
C -0.140 -4.537 -0.316
C 1.966 -3.514 0.312
C 1.183 -4.666 0.122
H -0.733 -5.416 -0.658
H 2.967 -3.506 0.720
H 1.623 -5.638 0.355
N 0.058 -2.183 0.027
P -2.478 -1.145 -0.236
P 2.065 0.639 0.771
C -2.069 -2.873 -0.887
H -1.982 -2.816 -1.992
H -2.820 -3.657 -0.677
C 2.257 -1.062 -0.109
H 3.367 -1.365 -0.090
C 3.830 1.061 -0.244
C 2.365 1.728 2.507
C -3.192 -0.071 -1.596
C -3.718 -1.693 1.045
C 3.301 2.233 -1.059
H 2.973 3.075 -0.420
H 4.092 2.594 -1.752
H 2.423 1.899 -1.649
C 5.031 1.266 0.648
H 4.956 2.074 1.362
H 5.272 0.346 1.197
H 5.907 1.486 0.017
C 4.449 0.013 -1.268
H 5.195 0.494 -1.957
H 5.022 -0.819 -0.802
H 3.713 -0.468 -1.750
C 2.774 3.171 2.171
H 2.035 3.636 1.506
H 2.785 3.759 3.106
H 3.767 3.296 1.727
C 1.067 1.826 3.306
H 0.214 2.114 2.681
H 0.834 0.898 3.835
H 1.174 2.604 4.081
C 3.386 0.986 3.376
H 4.398 0.939 2.962
H 3.467 1.505 4.347
H 3.047 -0.042 3.570
C -4.242 -0.437 1.753
H -4.888 -0.758 2.586
H -3.416 0.171 2.162
H -4.828 0.215 1.088
C -3.072 -2.612 2.100
H -2.637 -3.518 1.658
H -2.309 -2.101 2.693
H -3.875 -2.920 2.788
C -4.855 -2.490 0.375
H -5.340 -3.098 1.149
H -5.615 -1.841 -0.068
H -4.503 -3.181 -0.398
C -2.526 -0.498 -2.915
H -2.785 -1.536 -3.198
H -2.860 0.172 -3.731
H -1.427 -0.402 -2.818
C -2.806 1.401 -1.327
H -1.703 1.533 -1.279
H -3.185 2.020 -2.158
H -3.227 1.762 -0.378
C -4.708 -0.182 -1.731
H -5.015 -1.201 -1.996
H -5.222 0.145 -0.819
H -5.029 0.487 -2.546
Tc -0.467 -0.128 0.155
C -0.508 -0.445 2.021
O -0.581 -0.717 3.165
N 0.586 -0.103 -1.566
C 1.754 -0.519 -1.774
C 1.979 -0.577 -3.396
C 3.322 -1.039 -3.896
C 0.882 -1.453 -3.948
C 1.782 0.854 -3.863
H 4.110 -0.390 -3.518
H 3.569 -2.054 -3.594
H 3.327 -0.968 -4.992
H -0.088 -1.005 -3.670
H 0.963 -1.525 -5.054
H 0.905 -2.457 -3.504
H 1.783 0.870 -4.980
H 0.820 1.246 -3.476
H 2.586 1.482 -3.430
C -1.598 4.167 1.987
C -2.301 2.953 2.510
C -3.052 3.149 3.799
O -2.250 1.848 1.925
H -0.806 4.464 2.690
H -2.309 4.999 1.909
H -1.165 3.953 1.008
H -3.737 2.311 3.974
H -2.331 3.208 4.638
H -3.616 4.097 3.770

Output
* <S²>: 3.795
* gap between HOMO and LUMO (spin up / spin down): 7.069 / 5.111 eV
* highest occupied orbital energy (spin up / spin down): -0.6345 / -0.6324 hartree
* net charge: +3
* multiplicity: 4
* LUMO energy (spin up / spin down): -0.375 / -0.445 Eh

---

12.
Below is a cluster of 2 separate species, C5H12 in total, with properties calculated with ωB97M-V/def2-TZVPD.

Cartesian coordinates (Å):
C -2.301 0.098 -4.955
C -1.851 0.679 -6.151
H -1.772 -0.399 -4.145
H -3.366 -0.057 -4.815
H -0.908 1.085 -6.506
H -2.615 1.113 -6.803
C 1.565 0.197 2.253
C 1.601 0.171 3.771
C 0.720 -0.995 4.299
H 2.390 0.785 1.854
H 0.607 0.527 1.845
H 1.722 -0.826 1.886
H 1.173 1.076 4.176
H 2.615 0.006 4.124
H -0.182 -1.092 3.693
H 1.292 -1.883 4.001
H 0.651 -0.997 5.381

Output
* <S²>: 0.752
* ΔE to the lowest compared entry with this formula, charge and spin: 142.1 kJ/mol
* gap between HOMO and LUMO (spin up / spin down): 5.984 / 2.347 eV
* highest occupied orbital energy (spin up / spin down): -0.4718 / -0.4718 hartree
* net charge: +1
* multiplicity: 2
* LUMO energy (spin up / spin down): -0.252 / -0.386 Eh

---

Number 1: E_tot -355.566633 Eh. Number 2: E_tot -2994.629910 Eh. Number 3: E_tot -1077.719518 Eh. Number 4: E_tot -631.749670 Eh. Number 5: E_tot -922.523101 Eh. Number 6: E_tot -303.991636 Eh. Number 7: E_tot -4510.797433 Eh. Number 8: E_tot -1533.607163 Eh. Number 9: E_tot -699.838653 Eh. Number 10: E_tot -265.756015 Eh. Number 11: E_tot -2275.811066 Eh. Number 12: E_tot -197.261212 Eh.